The following is a quantum chemistry calculation of C3H2O3 in the gas phase, from OMol25.

Structure (XYZ):
```
8
Properties=species:S:1:pos:R:3:nbo_charge:R:1
O -1.546 -0.407 1.223 -0.446
C -0.930 0.531 0.789 0.344
C -0.005 0.382 -0.417 0.376
O -0.022 1.195 -1.310 -0.446
C 0.939 -0.818 -0.477 0.339
O 1.220 -1.461 0.501 -0.442
H -1.042 1.565 1.168 0.136
H 1.385 -0.986 -1.476 0.138
```

Output
Charge ... 0
SMILES ... O=CC(=O)C=O
Strongest force on any atom ... 0.63 eV Å⁻¹

=====

The following is a quantum chemistry calculation of an isolated ion of composition C3H2O3P and charge -1 in a non-equilibrium geometry, from OMol25.

Structure (XYZ):
```
9
Properties=species:S:1:pos:R:3:nbo_charge:R:1
C 0.805 0.682 0.505 -0.836
C -0.027 1.199 1.353 0.725
C -1.175 -0.989 -0.965 0.726
O -0.507 1.539 2.378 -0.533
O -1.304 -1.878 -1.758 -0.717
O -1.872 -0.238 -0.287 -0.736
P 0.758 -0.267 -1.076 0.171
H 1.635 1.304 0.461 0.250
H 1.686 -1.351 -0.613 -0.050
```

Output
Charge ... -1
SMILES ... O=C=CPC(=O)[O-]
Strongest force on any atom ... 2.57 eV Å⁻¹

=====

The following is a quantum chemistry calculation of an isolated ion of composition C3H2O3P and charge -1 in a non-equilibrium geometry, from OMol25.

Structure (XYZ):
```
9
Properties=species:S:1:pos:R:3:nbo_charge:R:1
C -0.802 -0.773 -0.405 -0.919
C 0.474 -0.674 -0.873 0.659
C 0.645 1.015 0.575 0.570
O 0.874 -1.368 -1.859 -0.731
O 1.210 1.790 1.279 -0.639
O 1.294 0.190 -0.179 -0.503
P -1.179 0.686 0.422 0.416
H -1.569 -1.469 -0.819 0.226
H -0.947 0.603 1.860 -0.079
```

Output
Charge ... -1
SMILES ... O=C1C=[PH]=C([O-])O1
Strongest force on any atom ... 5.25 eV Å⁻¹

=====

The following is a quantum chemistry calculation of a 2-piece molecular cluster, C3H2OS overall in a non-equilibrium geometry, from OMol25.

Structure (XYZ):
```
7
Properties=species:S:1:pos:R:3:nbo_charge:R:1
C -0.595 0.889 -0.260 -0.170
C 0.267 0.334 -1.124 -0.185
C -1.087 -0.064 -1.171 -0.111
O 0.063 -0.940 1.631 -0.679
S 1.017 -2.052 1.930 0.680
H -1.011 1.678 0.327 0.232
H 1.345 0.155 -1.333 0.232
```

Output
Charge ... 0
SMILES ... C1=CC=1.O=S
Strongest force on any atom ... 1.96 eV Å⁻¹

=====

The following is a quantum chemistry calculation of C3H2S3 in the gas phase in a non-equilibrium geometry, from OMol25.

Structure (XYZ):
```
8
Properties=species:S:1:pos:R:3:nbo_charge:R:1
C 0.124 1.239 0.422 -0.370
C 0.586 -0.221 0.077 -0.180
C -0.438 -1.200 -0.267 -0.407
H 0.833 1.968 0.805 0.233
H -0.230 -2.124 -0.904 0.247
S -1.169 1.928 -0.203 0.159
S 2.299 -0.307 -0.052 0.122
S -2.007 -1.283 0.122 0.198
```

Output
Charge ... 0
SMILES ... S=CC(=S)C=S
Strongest force on any atom ... 3.64 eV Å⁻¹

=====

The following is a quantum chemistry calculation of C3H2S3 in the gas phase, from OMol25.

Structure (XYZ):
```
8
Properties=species:S:1:pos:R:3:nbo_charge:R:1
C -0.006 -1.229 -0.432 -0.343
C 0.733 -0.019 0.016 -0.232
C 0.022 1.217 0.475 -0.342
H 0.539 -1.797 -1.185 0.222
H 0.558 1.748 1.258 0.222
S -1.402 -1.758 0.183 0.159
S 2.365 -0.040 -0.009 0.154
S -1.313 1.813 -0.201 0.161
```

Output
Charge ... 0
SMILES ... S=CC(=S)C=S
Strongest force on any atom ... 0.61 eV Å⁻¹

=====

Calculated energy relative to the best compared isomer or geometry (same formula, charge and spin) in order - 35.2; 15.9; 7.8; 111.3; 61.8; 42.7 kcal/mol